Record 1
Entry from OMol25: one molecule with the formula C4H10N2 (ωB97M-V/def2-TZVPD).

Element x y z (Å)
C 2.73 -0.14 -0.13
N 1.50 -0.08 -0.42
C 0.59 0.41 0.61
C -0.58 -0.54 0.76
C -1.54 -0.49 -0.43
N -2.20 0.82 -0.48
H 3.41 -0.54 -0.88
H 3.11 0.13 0.86
H 1.11 0.54 1.56
H 0.25 1.39 0.27
H -1.14 -0.30 1.67
H -0.19 -1.56 0.87
H -2.26 -1.32 -0.36
H -0.96 -0.62 -1.34
H -2.81 0.92 0.33
H -2.79 0.88 -1.30

The calculation puts the highest occupied orbital energy at -9.28 eV. The calculation puts the lowest unoccupied orbital energy at 1.24 eV. Its charge is 0. For the total energy, the calculation gives -267.88710 a.u. The calculation puts the energy above the lowest of the compared OMol25 structures with the same formula, charge and spin at 24.0 kcal/mol. Its SMILES is C=NCCCN.

=====

Record 2
Entry from OMol25: C5H3N5O4Yb as an isolated structure in a non-equilibrium geometry (ωB97M-V/def2-TZVPD).

Element x y z (Å)
O 1.32 -0.57 -2.96
C 0.75 -0.30 -2.00
Yb -1.18 0.89 -0.74
O 0.03 -4.37 -1.34
C 0.16 -3.25 -1.14
C -1.59 -0.43 -3.31
O -1.38 -1.03 -4.29
C -2.21 -1.63 -0.64
O -3.07 -2.38 -0.50
N 0.52 3.02 2.51
N 0.52 1.68 2.19
N 1.61 0.86 2.39
C 1.50 0.00 1.36
N 0.41 0.20 0.61
N -0.11 1.38 1.05
H -0.40 3.41 2.33
H 0.88 3.27 3.43
H 2.25 -0.76 1.06

The calculation puts the highest occupied orbital energy (alpha / beta) at -22.05 / -22.03 eV. The calculation puts the lowest unoccupied orbital energy (alpha / beta) at -14.00 / -16.16 eV. Its charge is +3. For the total energy, the calculation gives -1924.43734 a.u. As for the multiplicity: 2. The calculation puts the energy above the lowest of the compared OMol25 structures with the same formula, charge and spin at 0.0 kcal/mol.

=====

Record 3
Entry from OMol25: one molecule with the formula CH4N2S2 in a non-equilibrium geometry (ωB97M-V/def2-TZVPD).

Element x y z (Å)
H -1.41 3.01 -1.45
N -1.85 2.28 -0.77
N -0.93 1.73 -0.19
S -1.32 0.26 0.99
S 0.59 -0.25 1.45
C 1.15 -1.56 0.14
H 1.26 -1.23 -0.87
H 0.47 -2.41 -0.01
H 2.05 -1.82 0.70

The calculation puts the highest occupied orbital energy at -8.78 eV. The calculation puts the lowest unoccupied orbital energy at 0.76 eV. Its charge is 0. For the total energy, the calculation gives -946.30978 a.u. The calculation puts the energy above the lowest of the compared OMol25 structures with the same formula, charge and spin at 48.2 kcal/mol. Its SMILES is [H]/N=N/SSC.

=====

Record 4
Entry from OMol25: a 2-piece molecular cluster, C2H2NO3S2 overall in a non-equilibrium geometry (ωB97M-V/def2-TZVPD).

Element x y z (Å)
C -1.61 0.12 1.18
C 0.73 0.31 -0.59
N -0.33 -0.31 -0.99
O 1.74 -0.18 -0.13
O -0.70 0.23 1.89
O 0.65 1.71 -0.60
S -3.07 0.12 0.64
S -0.06 -1.99 -0.95
H 1.42 1.96 -0.22
H 1.24 -1.97 -0.23

The calculation puts the highest occupied orbital energy at -3.23 eV. The calculation puts the lowest unoccupied orbital energy at 3.18 eV. Its charge is -1. For the total energy, the calculation gives -1154.32177 a.u. The calculation puts the energy above the lowest of the compared OMol25 structures with the same formula, charge and spin at 10.8 kcal/mol.

=====

Record 5
Entry from OMol25: C45H49Br4N3O3P2PbSi2 as an isolated structure in a non-equilibrium geometry (ωB97M-V/def2-TZVPD).

Element x y z (Å)
Pb -0.77 0.14 0.95
C 2.93 -3.61 1.83
Si 1.60 -3.12 0.53
C 2.12 -4.03 -1.08
C -0.04 -3.87 1.13
N 1.41 -1.43 0.47
P 1.91 -0.27 -0.54
C 0.86 0.84 -1.34
P -0.53 0.22 -2.12
N -1.74 -0.42 -1.21
Si -3.38 -0.75 -1.63
C -3.65 -1.79 -3.23
C -4.10 -1.82 -0.23
C -4.44 0.84 -1.82
C -0.31 -0.97 -3.50
C 0.13 -0.60 -4.77
C 0.41 -1.57 -5.71
C 0.28 -2.91 -5.40
C -0.14 -3.28 -4.13
C -0.42 -2.32 -3.19
C -1.18 1.69 -2.98
C -2.07 1.60 -4.04
C -2.60 2.74 -4.63
C -2.24 3.99 -4.15
C -1.36 4.09 -3.09
C -0.83 2.95 -2.51
C 3.28 -0.98 -1.56
C 4.48 -1.34 -0.95
C 5.49 -1.92 -1.70
C 5.30 -2.17 -3.05
C 4.11 -1.80 -3.66
C 3.11 -1.20 -2.91
C 2.94 0.88 0.45
C 3.34 0.60 1.75
C 4.07 1.52 2.48
C 4.44 2.72 1.91
C 4.07 3.00 0.61
C 3.33 2.09 -0.11
H 3.05 -4.69 1.89
H 3.91 -3.19 1.61
H 2.64 -3.27 2.82
H 1.81 -5.07 -1.08
H 1.67 -3.55 -1.93
H 3.20 -4.00 -1.23
H 0.11 -4.78 1.70
H -0.58 -3.17 1.76
H -0.69 -4.12 0.30
H -3.30 -2.80 -3.10
H -4.71 -1.83 -3.49
H -3.13 -1.37 -4.08
H -3.75 -2.84 -0.26
H -3.82 -1.42 0.74
H -5.19 -1.83 -0.28
H -4.46 1.21 -2.84
H -5.46 0.68 -1.50
H -4.01 1.63 -1.20
H 0.25 0.45 -5.01
H 0.74 -1.28 -6.71
H 0.50 -3.66 -6.14
H -0.24 -4.33 -3.88
H -0.75 -2.58 -2.19
H -2.36 0.62 -4.40
H -3.29 2.65 -5.46
H -2.66 4.88 -4.60
H -1.09 5.06 -2.71
H -0.15 3.01 -1.68
H 4.61 -1.16 0.10
H 6.42 -2.19 -1.22
H 6.08 -2.65 -3.62
H 3.96 -1.98 -4.72
H 2.19 -0.89 -3.38
H 3.07 -0.35 2.19
H 4.37 1.29 3.50
H 5.01 3.45 2.49
H 4.37 3.94 0.15
H 3.02 2.30 -1.13
Br -7.01 2.93 3.58
C -5.46 1.87 3.37
C -5.21 0.83 4.24
Br -6.37 0.49 5.70
C -4.09 0.03 4.02
Br -3.72 -1.46 5.14
C -3.20 0.22 2.96
O -2.26 -0.62 2.74
C -3.37 1.42 2.17
O -2.46 1.82 1.33
C -4.53 2.15 2.37
Br -4.82 3.61 1.18
O -0.06 4.07 1.33
C 0.90 3.53 2.20
C 0.49 3.69 3.67
C -0.53 2.63 4.12
C 0.14 1.33 4.43
C 0.53 1.05 5.74
C 1.17 -0.15 6.01
C 1.39 -1.04 4.97
C 0.97 -0.67 3.70
N 0.39 0.49 3.44
H -0.84 3.49 1.30
H 1.83 4.08 2.02
H 1.08 2.47 1.97
H 0.06 4.68 3.79
H 1.38 3.63 4.30
H -1.26 2.48 3.33
H -1.06 2.99 5.01
H 0.32 1.75 6.53
H 1.50 -0.39 7.01
H 1.85 -1.99 5.14
H 1.10 -1.33 2.86

The calculation puts the highest occupied orbital energy at -1.77 eV. The calculation puts the lowest unoccupied orbital energy at 4.04 eV. Its charge is -2. For the total energy, the calculation gives -13884.99633 a.u. The calculation puts the energy above the lowest of the compared OMol25 structures with the same formula, charge and spin at 18.0 kcal/mol.

=====

Record 6
Entry from OMol25: C31H47NO2P2S2Ti as an isolated structure in a non-equilibrium geometry (ωB97M-V/def2-TZVPD).

Element x y z (Å)
Ti 0.07 -0.64 -0.22
C -0.59 -2.36 1.36
C 0.83 -2.44 0.94
C 0.68 -1.14 2.88
C -0.63 -1.59 2.57
C 1.57 -1.61 1.87
C -1.68 -3.27 0.94
H -1.39 -3.93 0.11
H -2.58 -2.72 0.64
H -1.97 -3.92 1.78
C -1.81 -1.43 3.45
H -2.74 -1.69 2.92
H -1.92 -0.40 3.81
H -1.76 -2.07 4.34
C 1.10 -0.47 4.13
H 1.66 -1.16 4.78
H 0.25 -0.11 4.70
H 1.76 0.38 3.93
C 3.04 -1.53 1.98
H 3.39 -2.18 2.80
H 3.38 -0.51 2.23
H 3.56 -1.86 1.07
C 1.44 -3.60 0.20
H 1.90 -4.31 0.91
H 2.24 -3.27 -0.47
H 0.70 -4.17 -0.38
C -1.59 0.45 -4.24
C -1.57 -0.92 -4.15
C -0.83 -1.73 -5.19
C 0.69 -1.40 -5.30
C 1.29 -0.80 -4.07
C 1.42 0.53 -3.96
C 0.72 1.54 -4.84
C -0.76 1.22 -5.22
H -1.27 -1.59 -6.19
H 0.82 -0.70 -6.16
H -0.96 -2.81 -4.97
H -0.75 0.71 -6.21
H -2.40 1.04 -3.79
H -2.39 -1.51 -3.72
H -1.24 2.20 -5.36
H 0.75 2.52 -4.30
H 2.11 0.99 -3.25
H 1.29 1.71 -5.77
H 1.21 -2.34 -5.56
H 1.83 -1.49 -3.42
P -1.56 -0.42 -1.89
P 1.94 0.98 -0.36
C -0.47 1.24 -1.88
C 0.69 1.99 -1.22
H -1.28 1.96 -2.11
H -0.06 0.89 -2.83
H 1.26 2.54 -1.98
H 0.27 2.73 -0.53
C 2.79 2.14 0.73
H 3.58 1.62 1.28
H 2.03 2.51 1.44
H 3.19 2.97 0.15
C 3.27 0.22 -1.36
H 3.73 0.95 -2.05
H 2.91 -0.63 -1.94
H 4.05 -0.16 -0.68
C -3.33 -0.42 -1.63
H -3.62 -1.23 -0.94
H -3.78 -0.59 -2.61
H -3.66 0.54 -1.20
C -0.52 -1.93 -1.93
H 0.43 -2.00 -1.30
H -0.08 -1.97 -2.92
H -1.10 -2.84 -1.78
O 1.11 4.78 3.70
S 0.92 3.37 3.93
O 1.96 2.65 4.63
N 0.51 2.55 2.52
C -0.69 2.00 2.53
S -1.31 1.01 1.22
C -1.45 2.31 3.76
C -2.74 1.95 4.17
C -3.18 2.35 5.45
C -2.33 3.04 6.34
C -1.05 3.41 5.92
C -0.65 3.04 4.64
H -3.39 1.40 3.49
H -4.19 2.09 5.78
H -2.67 3.32 7.34
H -0.36 3.97 6.55

The calculation puts the highest occupied orbital energy (alpha / beta) at -9.92 / -9.93 eV. The calculation puts the lowest unoccupied orbital energy (alpha / beta) at -3.22 / -3.05 eV. Its charge is +1. For the total energy, the calculation gives -3742.72984 a.u. As for the multiplicity: 2. The calculation puts the energy above the lowest of the compared OMol25 structures with the same formula, charge and spin at 194.7 kcal/mol.

=====

Record 7
Entry from OMol25: one molecule with the formula CH4N2O2 in a non-equilibrium geometry (ωB97M-V/def2-TZVPD).

Element x y z (Å)
H 0.91 -0.72 -2.36
N 0.65 -0.28 -1.36
N 0.13 -1.06 -0.60
C -0.52 -0.09 0.62
O -0.93 1.07 -0.03
O 0.30 0.01 1.79
H -1.32 -0.71 1.04
H -0.18 1.14 -0.74
H 0.97 0.65 1.64

The calculation puts the highest occupied orbital energy at -9.56 eV. The calculation puts the lowest unoccupied orbital energy at 0.45 eV. Its charge is 0. For the total energy, the calculation gives -300.41117 a.u. The calculation puts the energy above the lowest of the compared OMol25 structures with the same formula, charge and spin at 48.0 kcal/mol. Its SMILES is [H]/N=N/C(O)O.

=====

Record 8
Entry from OMol25: one molecule with the formula C2H3NO3 in a non-equilibrium geometry (ωB97M-V/def2-TZVPD).

Element x y z (Å)
O 2.21 -0.21 -0.18
C 1.06 0.24 0.17
N -0.03 -0.48 -0.36
C -1.47 -0.02 -0.09
O -1.40 0.93 0.68
O -2.32 -0.63 -0.68
H 1.00 0.29 1.28
H 0.20 -1.41 -0.69
H 0.75 1.28 -0.13

The calculation puts the highest occupied orbital energy at -10.74 eV. The calculation puts the lowest unoccupied orbital energy at -4.86 eV. Its charge is 0. For the total energy, the calculation gives -358.29924 a.u. The calculation puts the energy above the lowest of the compared OMol25 structures with the same formula, charge and spin at 144.6 kcal/mol.